No. 1
{"formula": "C29H41F5P2ReS", "method": "the ωB97M-V functional and the def2-TZVPD basis", "charge": 2, "spin_multiplicity": 4, "largest_force_ha_per_bohr": 0.133, "orbital_gap_ev": [6.170, 6.092], "homo_energy_ev": [-13.04, -13.87], "de_lowest_kj_mol": 122.71, "elements": ["Re", "C", "C", "C", "C", "C", "C", "H", "H", "H", "C", "H", "H", "H", "C", "H", "H", "H", "C", "H", "H", "H", "C", "H", "H", "H", "C", "C", "C", "C", "C", "C", "C", "C", "H", "H", "H", "H", "H", "H", "H", "H", "H", "H", "H", "H", "P", "C", "C", "P", "C", "C", "C", "H", "H", "H", "H", "H", "H", "H", "H", "H", "H", "H", "H", "H", "H", "F", "C", "C", "F", "C", "F", "C", "S", "C", "F", "C", "F"], "positions_angstrom": [[0.872, -1.693, 0.964], [-0.887, -1.777, 2.093], [-0.717, -2.981, 1.348], [1.078, -2.757, 2.846], [0.210, -1.632, 3.004], [0.515, -3.577, 1.810], [-2.069, -0.900, 2.084], [-2.792, -1.210, 1.333], [-1.827, 0.143, 1.920], [-2.593, -0.920, 3.031], [0.141, -0.787, 4.239], [-0.899, -0.570, 4.527], [0.644, 0.163, 4.034], [0.652, -1.267, 5.096], [1.989, -3.262, 3.937], [1.514, -3.127, 4.924], [2.923, -2.713, 4.008], [2.247, -4.311, 3.781], [0.925, -4.995, 1.609], [1.146, -5.464, 2.581], [1.851, -5.096, 1.032], [0.129, -5.542, 1.102], [-1.737, -3.622, 0.469], [-1.407, -4.610, 0.151], [-1.965, -3.021, -0.415], [-2.680, -3.761, 1.021], [-2.548, 3.850, -1.226], [-2.896, 2.842, -2.047], [-3.277, 1.454, -1.640], [-1.941, 0.733, -1.275], [-0.737, 1.661, -1.383], [-0.192, 2.555, -2.287], [-0.244, 4.079, -2.296], [-1.494, 4.826, -1.679], [-3.819, 0.919, -2.458], [-1.877, -0.286, -1.739], [-3.892, 1.444, -0.728], [-1.905, 5.480, -2.488], [-3.092, 4.102, -0.329], [-2.839, 2.959, -3.137], [-1.125, 5.432, -0.820], [0.615, 4.375, -1.674], [0.818, 2.262, -2.657], [-0.122, 4.601, -3.270], [-1.995, 0.476, -0.193], [-0.052, 1.513, -0.514], [-0.696, 0.694, -3.735], [-0.176, 1.893, -5.077], [-1.683, -0.431, -4.804], [1.061, -0.744, -1.296], [0.634, -0.405, -3.309], [0.613, -2.507, -1.583], [2.835, -0.540, -1.696], [0.751, 1.600, -5.603], [-0.034, 2.925, -4.695], [-0.985, 1.947, -5.828], [-1.529, -0.206, -5.865], [-2.744, -0.301, -4.584], [-1.442, -1.484, -4.651], [2.928, 0.074, -2.587], [3.216, -1.556, -1.792], [3.277, 0.036, -0.863], [1.575, -0.093, -3.799], [0.385, -1.396, -3.741], [1.153, -3.112, -0.831], [0.881, -2.913, -2.571], [-0.471, -2.541, -1.481], [1.820, 3.647, 5.565], [1.990, 2.811, 4.535], [1.156, 2.954, 3.428], [0.201, 3.903, 3.347], [1.304, 2.054, 2.403], [0.326, 2.018, 1.453], [2.360, 1.132, 2.412], [2.596, 0.008, 1.130], [3.188, 0.998, 3.540], [4.087, -0.018, 3.575], [2.994, 1.839, 4.613], [3.777, 1.729, 5.703]]}

***

No. 2
{"formula": "C29H41F5P2STi", "method": "the ωB97M-V functional and the def2-TZVPD basis", "charge": 2, "spin_multiplicity": 1, "largest_force_ha_per_bohr": 0.056, "orbital_gap_ev": [3.615, 3.614], "homo_energy_ev": [-12.06, -12.06], "de_lowest_kj_mol": 586.17, "elements": ["Ti", "C", "C", "C", "C", "C", "C", "H", "H", "H", "C", "H", "H", "H", "C", "H", "H", "H", "C", "H", "H", "H", "C", "H", "H", "H", "C", "C", "C", "C", "C", "C", "C", "C", "H", "H", "H", "H", "H", "H", "H", "H", "H", "H", "H", "H", "P", "C", "C", "P", "C", "C", "C", "H", "H", "H", "H", "H", "H", "H", "H", "H", "H", "H", "H", "H", "H", "F", "C", "C", "F", "C", "F", "C", "S", "C", "F", "C", "F"], "positions_angstrom": [[-2.426, -0.376, -0.297], [-1.808, 2.090, 2.237], [-1.893, 2.512, 0.891], [-3.325, 0.701, 1.189], [-2.595, 0.942, 2.431], [-2.877, 1.705, 0.238], [-1.035, 2.791, 3.313], [-0.107, 3.221, 2.917], [-0.751, 2.087, 4.092], [-1.564, 3.622, 3.811], [-3.024, 0.451, 3.754], [-2.211, 0.487, 4.499], [-3.357, -0.588, 3.671], [-3.868, 1.052, 4.170], [-4.491, -0.216, 1.022], [-5.314, 0.334, 1.526], [-4.428, -1.214, 1.498], [-4.791, -0.377, -0.045], [-3.213, 1.707, -1.224], [-4.209, 2.143, -1.373], [-3.287, 0.639, -1.669], [-2.509, 2.261, -1.866], [-1.203, 3.693, 0.297], [-1.903, 4.544, 0.184], [-0.792, 3.439, -0.693], [-0.378, 4.045, 0.948], [1.641, -0.532, 1.495], [1.715, 0.765, 1.750], [1.891, 1.853, 0.737], [1.634, 1.663, -0.788], [0.425, 1.210, -1.469], [0.171, -0.131, -1.679], [0.922, -1.256, -0.980], [1.976, -1.046, 0.163], [2.968, 2.105, 0.719], [2.449, 0.943, -1.156], [1.325, 2.736, 1.064], [2.821, -0.407, -0.198], [0.972, -1.198, 2.032], [1.488, 1.150, 2.749], [2.358, -2.051, 0.356], [0.264, -2.102, -0.741], [-0.478, -0.371, -2.557], [1.554, -1.672, -1.818], [1.902, 2.645, -1.249], [-0.082, 1.920, -2.112], [3.881, -0.125, -1.904], [5.164, -1.132, -1.158], [4.897, 1.237, -2.530], [1.608, -0.486, -3.872], [3.277, -1.040, -3.293], [2.248, 0.815, -5.013], [1.439, -1.813, -5.122], [4.834, -2.165, -1.023], [5.494, -0.714, -0.201], [6.003, -1.101, -1.863], [5.756, 0.755, -3.024], [5.289, 1.830, -1.691], [4.376, 1.897, -3.238], [2.395, -1.928, -5.643], [0.657, -1.559, -5.843], [1.194, -2.767, -4.633], [3.309, -2.105, -3.072], [4.011, -0.881, -4.104], [1.530, 0.970, -5.829], [3.190, 0.472, -5.460], [2.436, 1.756, -4.480], [-3.646, -4.421, 5.827], [-3.227, -3.836, 4.694], [-2.032, -3.114, 4.625], [-1.323, -2.979, 5.756], [-1.602, -2.582, 3.416], [-0.457, -1.847, 3.512], [-2.310, -2.801, 2.211], [-1.904, -2.538, 0.481], [-3.546, -3.453, 2.347], [-4.288, -3.646, 1.214], [-4.020, -3.974, 3.547], [-5.188, -4.644, 3.527]]}

***

No. 3
{"formula": "C29H41GeN3PtS2Si3", "method": "the ωB97M-V functional and the def2-TZVPD basis", "charge": 1, "spin_multiplicity": 2, "largest_force_ha_per_bohr": 0.006, "orbital_gap_ev": [7.453, 6.958], "homo_energy_ev": [-10.74, -10.90], "de_lowest_kj_mol": 26.34, "elements": ["Pt", "S", "C", "C", "C", "C", "C", "C", "N", "C", "C", "C", "C", "C", "C", "C", "H", "H", "H", "H", "H", "H", "H", "H", "C", "Si", "C", "C", "Ge", "Si", "C", "C", "C", "Si", "C", "C", "C", "H", "H", "H", "H", "H", "H", "H", "H", "H", "H", "H", "H", "H", "H", "H", "H", "H", "H", "H", "H", "H", "H", "H", "H", "H", "H", "H", "N", "C", "N", "C", "C", "C", "C", "C", "C", "S", "H", "H", "H", "H", "H", "H"], "positions_angstrom": [[0.314, 0.648, -0.161], [-0.875, 1.410, 4.169], [-1.230, -0.277, 3.951], [-1.806, -1.170, 4.849], [-2.007, -2.469, 4.427], [-1.642, -2.875, 3.137], [-1.062, -1.992, 2.250], [-0.854, -0.679, 2.668], [-0.293, 0.343, 1.920], [-0.267, 1.479, 2.562], [0.142, 2.684, 1.853], [0.056, 3.957, 2.410], [0.291, 5.070, 1.624], [0.589, 4.906, 0.277], [0.693, 3.636, -0.282], [0.486, 2.512, 0.503], [-2.093, -0.856, 5.844], [-2.456, -3.184, 5.103], [-1.813, -3.899, 2.836], [-0.766, -2.303, 1.257], [-0.214, 4.076, 3.454], [0.228, 6.061, 2.052], [0.751, 5.774, -0.349], [0.931, 3.539, -1.331], [4.471, -2.324, -0.931], [2.755, -1.575, -1.002], [1.572, -2.773, -0.172], [2.273, -1.350, -2.810], [2.733, 0.599, 0.071], [4.014, 2.146, -1.246], [3.194, 2.459, -2.908], [4.315, 3.711, -0.262], [5.682, 1.361, -1.582], [3.583, 0.428, 2.312], [3.415, 2.039, 3.257], [2.781, -0.973, 3.263], [5.412, 0.056, 2.136], [4.448, -3.313, -1.397], [4.824, -2.448, 0.094], [5.204, -1.720, -1.468], [1.685, -3.766, -0.616], [0.530, -2.477, -0.303], [1.776, -2.857, 0.897], [2.114, -2.312, -3.305], [3.074, -0.834, -3.344], [1.377, -0.736, -2.939], [2.109, 2.542, -2.859], [3.422, 1.637, -3.589], [3.585, 3.374, -3.360], [3.404, 4.144, 0.149], [4.805, 4.466, -0.883], [4.986, 3.490, 0.573], [5.609, 0.489, -2.234], [6.186, 1.055, -0.664], [6.322, 2.092, -2.082], [2.403, 2.435, 3.257], [4.064, 2.800, 2.817], [3.724, 1.899, 4.296], [1.709, -0.833, 3.413], [3.249, -1.046, 4.248], [2.926, -1.931, 2.759], [5.939, 0.884, 1.657], [5.595, -0.847, 1.550], [5.861, -0.091, 3.122], [-1.355, -1.836, -1.847], [-2.194, -1.084, -1.080], [-1.888, 0.114, -0.669], [-2.914, 0.645, 0.120], [-2.953, 1.930, 0.651], [-4.027, 2.284, 1.447], [-5.063, 1.384, 1.706], [-5.055, 0.117, 1.151], [-3.974, -0.233, 0.354], [-3.709, -1.718, -0.523], [-0.752, -1.328, -2.478], [-1.721, -2.694, -2.228], [-2.166, 2.637, 0.426], [-4.071, 3.280, 1.866], [-5.894, 1.687, 2.329], [-5.869, -0.573, 1.325]]}